[1]
# C22H34N3O12

A cluster of 5 separate species, C22H34N3O12 in total (ωB97M-V/def2-TZVPD, the Open Molecules 2025 dataset).

Positions of all 71 atoms, in Å:
C -2.24035 1.51826 -3.59378
C -2.86865 1.66817 -2.20824
N -1.90861 2.30884 -1.26915
C -2.39164 2.94026 -0.16539
C -3.29651 2.35299 0.72645
C -3.71477 3.08168 1.83057
N -3.30257 4.29786 2.12883
N -2.43077 4.80329 1.27698
C -1.97693 4.23726 0.17887
H -1.16639 1.70099 -3.54775
H -2.67471 2.22506 -4.29624
H -2.39137 0.52052 -3.99148
H -3.79331 2.24835 -2.23525
H -3.11160 0.68397 -1.80744
H -1.24248 2.88342 -1.77019
H -3.66575 1.34801 0.58125
H -4.42329 2.65945 2.52992
H -2.10365 5.73272 1.52275
H -1.26931 4.79939 -0.41477
C -0.34074 2.01979 4.02809
C 0.49211 1.10322 3.17621
C -0.03092 0.88480 1.78054
O 0.46357 -0.41589 1.45825
C 0.63249 -1.08954 2.63088
O 0.86886 -2.24992 2.70456
O 0.48871 -0.25081 3.67924
H -0.00449 1.99975 5.06359
H -0.25461 3.03662 3.65086
H -1.38906 1.71065 4.01624
H 1.53064 1.43824 3.13082
H 0.33535 1.61700 1.06363
H -1.12533 0.85236 1.75215
C 5.62379 2.87349 3.40152
C 4.67652 3.74585 2.62572
C 4.55345 5.18602 3.08252
O 3.20680 5.51274 2.68606
C 2.50015 4.37382 2.66527
O 1.30925 4.31382 2.55795
O 3.30211 3.30300 2.78973
H 5.48731 1.82795 3.13010
H 6.65215 3.15600 3.17873
H 5.45504 2.97062 4.47423
H 4.89505 3.70593 1.55549
H 5.25178 5.86954 2.61011
H 4.61916 5.27610 4.16830
C -0.25313 -5.44267 2.85331
C 0.57064 -6.34628 1.97955
C 0.06023 -6.55785 0.56915
O 0.57132 -7.85489 0.25067
C 0.72587 -8.53828 1.41581
O 0.96486 -9.69665 1.49085
O 0.56389 -7.70287 2.46851
H 0.07504 -5.51065 3.88935
H -0.14314 -4.40996 2.52590
H -1.30756 -5.72284 2.81833
H 1.61294 -6.01506 1.95640
H 0.42570 -5.83000 -0.15039
H -1.03208 -6.59668 0.53938
C -0.35465 -3.36295 -5.45405
C -1.24951 -2.54189 -6.34174
C -0.70398 -2.19846 -7.71320
O -1.37164 -0.96162 -8.00075
C -1.66966 -0.36538 -6.83061
O -2.07039 0.74908 -6.71767
O -1.44990 -1.21524 -5.79723
H -0.74291 -3.38405 -4.43675
H -0.30266 -4.38657 -5.82381
H 0.65292 -2.94697 -5.42476
H -2.23683 -3.00259 -6.43344
H -0.93371 -2.92858 -8.48329
H 0.37191 -2.01175 -7.68624

Forces on atoms 1 to 3 (eV/Å):
-0.16 0.23 0.15
0.19 -0.70 0.27
-0.24 0.85 -0.24

Properties
Lowest unoccupied orbital energy in eV: -4.7
Orbital gap in eV: 7.244
DFT total energy in eV: -52400.085
Net charge: +1

***

[2]
# C21H52AsF6N4O6V

A structure of composition C21H52AsF6N4O6V in a non-equilibrium geometry (ωB97M-V/def2-TZVPD, the Open Molecules 2025 dataset).

Positions of all 91 atoms, in Å:
O 22.98763 11.55347 -0.32895
V 22.38557 10.24484 -1.13183
O 23.44579 10.05288 -2.29615
As 26.52166 12.05611 0.64280
F 26.96039 13.82752 0.54786
F 27.95248 11.67722 -0.37658
F 26.28398 10.20752 0.54144
F 25.02435 12.41439 1.58830
F 25.53882 12.29564 -0.83399
F 27.46066 11.77778 2.16958
C 26.43390 13.94131 -7.09070
C 24.96705 13.57979 -6.72063
C 24.89040 12.01070 -6.49221
C 23.57168 11.52179 -5.72976
C 23.49667 12.33991 -4.47812
C 23.43369 13.88169 -4.64755
N 24.59682 14.31556 -5.43147
O 24.75397 15.72611 -5.62461
C 22.08351 14.29628 -5.16413
C 23.63443 14.37599 -3.17188
C 24.03825 13.85326 -7.88978
H 26.71313 13.38745 -7.98702
H 27.08051 13.54044 -6.31013
H 26.60376 15.00209 -7.27505
H 25.00718 11.43373 -7.40958
H 25.78532 11.69516 -5.95589
H 23.63817 10.44703 -5.56076
H 22.69339 11.64915 -6.36261
H 24.23519 12.04388 -3.73310
H 22.55202 11.94087 -4.10867
H 21.78444 13.64852 -5.98819
H 21.27161 14.21303 -4.44164
H 22.08628 15.30928 -5.56651
H 23.46233 15.44502 -3.04676
H 22.89708 13.91128 -2.51731
H 24.60562 14.11927 -2.74883
H 24.31795 13.28091 -8.77425
H 24.08806 14.90281 -8.17969
H 23.00863 13.51665 -7.76864
H 25.34014 15.99818 -4.91469
C 21.64457 16.06646 2.22615
C 22.23029 14.93346 1.43010
C 23.53393 15.38671 0.77582
O 23.24131 16.43681 -0.11906
C 24.38488 16.98528 -0.69838
N 22.41453 13.72705 2.24794
H 22.27331 16.33214 3.07598
H 20.68627 15.76568 2.64959
H 21.51411 16.93066 1.57481
H 21.48349 14.61656 0.70212
H 23.94786 14.55265 0.20917
H 24.21953 15.52712 1.61149
H 25.09021 16.31606 -1.19108
H 24.93112 17.73195 -0.12202
H 23.96497 17.54943 -1.53116
H 23.09717 13.17640 1.74706
H 22.87371 14.02932 3.09521
C 20.72759 8.97070 2.75120
C 21.64768 9.35605 1.57136
C 22.49701 8.14470 1.06328
O 23.33893 8.51217 -0.03876
C 24.37931 7.64907 -0.22718
N 20.85681 9.88066 0.47703
H 20.26125 9.84831 3.19888
H 21.37836 8.76522 3.60113
H 19.96711 8.19751 2.64184
H 22.26670 10.15849 1.97260
H 21.81969 7.38985 0.66386
H 22.99468 7.72581 1.93790
H 23.95285 6.69004 -0.52129
H 25.07356 7.51091 0.60169
H 24.98859 7.94720 -1.08040
H 20.00997 9.33476 0.40656
H 20.48119 10.74126 0.84905
C 18.95659 8.73814 -3.66536
C 20.10055 9.67036 -3.23899
C 19.49367 10.93515 -2.53372
O 20.59415 11.71326 -2.02955
C 20.16246 12.89413 -1.43288
N 20.83363 8.88907 -2.25159
H 19.21767 7.72216 -3.96154
H 18.45946 9.07691 -4.57431
H 18.17310 8.65944 -2.91167
H 20.68657 9.96275 -4.11030
H 18.70306 10.67843 -1.82865
H 19.04131 11.45523 -3.37811
H 20.01947 13.73091 -2.11658
H 20.85841 13.32181 -0.71119
H 19.25013 12.70532 -0.86711
H 20.04570 8.66578 -1.66048
H 21.02071 7.97546 -2.63945

Forces on atoms 1 to 3 (eV/Å):
-2.26 -2.84 -1.60
3.29 2.89 1.07
-1.01 -0.24 0.02

Properties
Lowest unoccupied orbital energy (alpha / beta) in eV: -3.2 / -6.7
Orbital gap (alpha / beta) in eV: 7.730 / 4.213
DFT total energy in eV: -143688.984
Net charge: +1
Spin multiplicity: 2

***

[3]
# C35H39CoFN5O11P2S2

A structure of composition C35H39CoFN5O11P2S2 in a non-equilibrium geometry (ωB97M-V/def2-TZVPD, the Open Molecules 2025 dataset).

Positions of all 96 atoms, in Å:
Co -2.28177 1.61743 0.86043
C 1.23497 3.25968 3.28180
C 0.09980 3.24339 2.31714
N -0.52853 2.13298 2.10910
N -0.23706 1.07653 2.99735
C 0.74960 0.33164 2.93654
S 2.21860 0.30769 2.01564
S 0.47949 -1.01964 4.19846
C 2.14748 -1.62919 4.75467
C 2.72060 -0.69656 5.80089
C 2.45833 -0.96097 7.13163
C 2.94103 -0.16290 8.15897
C 3.71630 0.94569 7.84191
C 3.98942 1.23653 6.50651
C 3.44752 0.47510 5.47782
C -0.26946 4.41613 1.47823
C 0.24371 5.70512 1.77562
C 0.12030 6.79155 0.96086
C -0.41904 6.64102 -0.31820
C -1.03018 5.42764 -0.64628
C -1.01551 4.28124 0.22427
O -1.54556 3.19401 -0.19578
H 2.02162 2.65481 2.81686
H 1.05597 2.82330 4.27303
H 1.64354 4.25490 3.40959
H 2.74290 -1.72896 3.86355
H 1.97358 -2.59283 5.19521
H 1.83911 -1.85704 7.34702
H 2.73325 -0.41361 9.16665
H 4.16934 1.51022 8.64604
H 4.60801 2.08653 6.26374
H 3.59508 0.69485 4.39970
H 0.75971 5.76619 2.73506
H 0.61375 7.71555 1.20828
H -0.50707 7.54467 -0.91388
H -1.54222 5.30797 -1.59768
F 3.24042 -0.07028 -2.97853
C 1.97220 -0.63384 -3.03052
C 0.95192 -0.22829 -2.16276
C -0.25451 -0.78377 -2.36172
C -1.34755 -0.24439 -1.52472
O -1.00044 0.55823 -0.62816
C -2.65260 -0.73320 -1.81495
C -2.79628 -1.73753 -2.71202
N -1.77505 -2.28913 -3.43784
C -2.07787 -3.18264 -4.50683
C -1.45317 -4.56984 -4.47808
C -2.91081 -4.34522 -4.09605
C -0.50117 -1.78446 -3.32795
C 0.58149 -2.18558 -4.15311
C 1.79554 -1.54362 -4.05293
N 2.78917 -1.75937 -5.11690
C 3.87116 -2.67840 -4.88193
C 4.46211 -3.11786 -6.19137
N 4.85094 -1.87634 -6.99384
C 3.70151 -0.85652 -7.18881
C 3.19083 -0.52360 -5.81764
C -3.90378 -0.19561 -1.12656
O -4.83785 -0.97079 -1.00648
O -3.76971 0.93179 -0.55831
H 1.06733 0.47618 -1.37688
H -3.82023 -2.04075 -2.92643
H -2.20198 -2.73506 -5.51824
H -0.72253 -4.71364 -3.71813
H -1.25570 -5.01961 -5.44741
H -3.19078 -4.34293 -3.06816
H -3.72422 -4.69054 -4.77509
H 0.42253 -3.01347 -4.85542
H 3.42728 -3.54209 -4.37265
H 4.67232 -2.26205 -4.22255
H 3.76692 -3.66982 -6.84513
H 5.34603 -3.72566 -6.07574
H 5.41320 -2.15332 -7.80001
H 5.53424 -1.37860 -6.44184
H 2.94438 -1.27835 -7.89967
H 4.15431 0.01181 -7.69301
H 2.27866 0.04917 -6.00692
H 3.92342 0.15882 -5.29516
C -3.41900 0.16350 4.52306
C -4.43757 -0.01575 3.39583
O -5.52831 -0.72731 3.96495
P -3.67529 -1.18403 2.24550
O -2.99975 -2.38793 3.03625
O -4.78732 -1.96770 1.42407
O -2.64145 -0.45727 1.40493
P -4.86081 1.62703 2.59463
O -5.63133 1.19772 1.25728
O -5.84007 2.27276 3.55452
O -3.55349 2.33772 2.30776
H -3.27520 -0.81856 5.02971
H -3.77878 0.82613 5.29631
H -2.42080 0.51852 4.23997
H -6.33665 -0.55795 3.44130
H -2.07458 -2.24804 3.22223
H -4.90173 -1.43781 0.53970
H -4.94617 1.16848 0.52775

Forces on atoms 1 to 3 (eV/Å):
0.76 0.25 0.05
0.67 0.50 0.16
-1.02 -0.34 -0.63

Properties
Lowest unoccupied orbital energy (alpha / beta) in eV: -0.8 / -0.8
Orbital gap (alpha / beta) in eV: 2.827 / 2.808
DFT total energy in eV: -147498.541
Net charge: -1
Spin multiplicity: 4